Entry from the OMol25 dataset: a single N2 molecule (the ωB97M-V functional and the def2-TZVPD basis).

Element x y z (Å)
N1 0.000 0.000 0.716
N2 0.000 0.000 -0.716

Output
2S+1: 1
HOMO-LUMO gap (eV): 12.08
SMILES string: N#N
Electronic energy (eV): -2976.523